No. 1
{
  "formula": "C5H13N2",
  "method": "ωB97M-V with the def2-TZVPD basis set",
  "elements": ["C", "C", "C", "C", "C", "N", "N", "H", "H", "H", "H", "H", "H", "H", "H", "H", "H", "H", "H", "H"],
  "xyz": [[-1.02444, 1.07042, 2.26250], [-0.28947, 0.94083, 0.92100], [0.25445, -0.40593, 0.58004], [1.17596, -0.40885, -0.53524], [1.11522, -1.63805, -1.43210], [-0.01466, -1.39498, -2.41446], [-1.09012, 1.50649, -0.16872], [-0.35527, 0.74852, 3.04051], [-1.94508, 0.42100, 2.19756], [-1.26700, 2.14245, 2.59146], [0.53967, 1.68094, 0.93076], [0.46978, -0.89166, 1.62767], [-0.59957, -1.16769, 0.43980], [-1.31961, 2.51931, -0.10047], [2.20544, -0.12025, -0.42374], [0.74256, -2.38341, -0.74792], [2.05282, -1.88911, -1.90941], [0.14661, -1.51500, -3.43100], [-0.17892, -0.40069, -2.37372], [-0.61836, 1.18564, -1.05454]],
  "forces_ev_per_a": [[-0.8750, 0.2339, -0.2604], [0.0949, 4.5746, 0.9231], [-2.8457, -1.7316, 0.6740], [1.2940, -4.9129, 1.5392], [-1.3837, 1.5036, -0.8745], [0.0996, 0.6705, -0.2006], [0.2788, -1.4769, -1.3966], [0.1338, -0.5141, 0.4848], [0.8012, 0.8468, 0.4589], [0.0805, -1.4949, -1.0706], [0.4427, -0.9592, 0.7785], [1.2390, 0.9294, -1.7491], [0.7124, 1.2174, -0.7239], [0.5005, -1.2319, -0.1272], [0.1461, 2.0317, -0.3025], [0.2129, -0.8053, 0.1686], [0.2138, 0.1021, 0.0846], [0.6968, -0.5243, 0.9922], [-0.6919, 0.3002, -0.1493], [-1.1506, 1.2409, 0.7510]],
  "charge": 1,
  "relative_energy_kj_mol": 598.3,
  "spin_multiplicity": 1,
  "gap_ev": 5.60
}


No. 2
{
  "formula": "C5H13N2",
  "method": "ωB97M-V with the def2-TZVPD basis set",
  "elements": ["N", "C", "N", "H", "H", "H", "H", "H", "C", "C", "C", "C", "H", "H", "H", "H", "H", "H", "H", "H"],
  "xyz": [[1.20489, -1.79764, 0.21238], [0.26484, -2.31642, -0.51979], [-0.94517, -1.83793, -0.68017], [1.03675, -1.05257, 0.87763], [2.13782, -2.19253, 0.18610], [0.47151, -3.24967, -1.03332], [-1.66609, -2.41587, -1.08725], [-1.21068, -0.95174, -0.27074], [-1.33163, 1.45298, -0.45168], [-0.10423, 1.27153, 0.40218], [-0.22172, 0.91013, 1.68534], [1.20969, 1.46357, -0.28352], [-1.37291, 2.48129, -0.81468], [-2.24442, 1.22755, 0.09755], [-1.30026, 0.84337, -1.36140], [0.66585, 0.92281, 2.31096], [-1.17662, 0.67897, 2.13567], [2.04264, 1.28432, 0.39376], [1.27162, 2.48806, -0.65807], [1.26812, 0.78980, -1.14096]],
  "forces_ev_per_a": [[0.5508, -0.1137, 0.1403], [-0.4838, -0.5775, -0.2373], [0.1814, 0.0290, 0.3690], [-0.2119, 0.3756, -0.1741], [-0.2696, -0.0374, 0.0398], [0.1737, 0.0917, -0.0472], [0.1274, 0.1227, -0.1566], [-0.0711, 0.0096, 0.1317], [0.1744, -0.0301, -0.1712], [-0.6128, -0.5020, 0.2163], [0.5052, 0.1125, -0.3813], [-0.1860, 0.3882, 0.1773], [-0.1168, 0.0410, 0.0808], [-0.0555, 0.1105, 0.0083], [0.0541, 0.0096, -0.0216], [-0.0978, -0.2502, 0.1431], [-0.0497, 0.2148, 0.1207], [0.0954, 0.0248, -0.0568], [0.1546, -0.0813, -0.1013], [0.1380, 0.0623, -0.0800]],
  "charge": 1,
  "relative_energy_kj_mol": 113.3,
  "spin_multiplicity": 1,
  "gap_ev": 9.77
}


No. 3
{
  "formula": "C5H13N2",
  "method": "ωB97M-V with the def2-TZVPD basis set",
  "elements": ["C", "C", "C", "C", "C", "N", "N", "H", "H", "H", "H", "H", "H", "H", "H", "H", "H", "H", "H", "H"],
  "xyz": [[1.88402, -0.29780, 0.18854], [0.76254, 0.28524, 0.56018], [1.90376, -1.58870, -0.66882], [0.31953, 1.43582, 1.29317], [-1.05569, -0.27854, -0.65457], [-1.79800, -1.16325, 0.13793], [-1.61122, 1.15459, -0.69607], [2.66553, 0.15175, 0.74512], [2.60810, -2.27347, -0.39918], [1.02968, -2.16943, -0.80948], [2.27228, -1.24044, -1.73031], [0.36696, 2.45268, 0.82096], [0.92749, 1.38567, 2.23548], [-0.65843, 1.41338, 1.76058], [-0.78893, -0.66868, -1.75296], [-1.33262, -1.41687, 1.02830], [-2.13678, -1.98850, -0.25461], [-1.97961, 1.28009, 0.21822], [-2.44283, 1.27486, -1.17808], [-0.91993, 1.67627, -1.22810]],
  "forces_ev_per_a": [[-2.6339, -1.7170, 0.1691], [-3.0001, -1.2156, -3.9843], [0.9906, 3.9488, -2.7644], [0.7739, 1.6432, 2.2567], [3.7286, -1.0120, -0.3418], [0.8619, 1.4609, 1.8272], [0.7848, -2.4633, -0.9655], [1.6048, -0.2463, 0.1307], [2.2652, -1.5619, 1.2122], [-1.3928, 0.2221, 0.2250], [-0.7807, -0.7445, 1.7393], [0.4488, -0.9617, 0.2298], [-0.0528, 0.7527, -0.7200], [-0.4749, -0.5730, -0.1887], [-0.7058, 1.2633, 2.4758], [-0.5016, 0.4513, -0.8828], [-0.7474, -1.2207, -1.1554], [0.9436, 1.3321, 1.6317], [-2.3662, -0.2975, -2.0893], [0.2539, 0.9391, 1.1949]],
  "charge": 1,
  "relative_energy_kj_mol": 543.3,
  "spin_multiplicity": 1,
  "gap_ev": 9.63
}


No. 4
{
  "formula": "C5H13N2",
  "method": "ωB97M-V with the def2-TZVPD basis set",
  "elements": ["C", "C", "C", "C", "C", "N", "N", "H", "H", "H", "H", "H", "H", "H", "H", "H", "H", "H", "H", "H"],
  "xyz": [[-1.07315, 0.18270, 0.06812], [1.27846, 0.37658, -0.15084], [-1.10275, -1.00833, -0.86745], [-1.38642, 0.07315, 1.49162], [1.92660, -0.93338, -0.34194], [2.01438, 1.45809, -0.04190], [-1.48834, 1.37123, -0.42205], [-0.68532, -0.95588, -1.80158], [-2.19299, -1.16482, -0.99676], [-0.71229, -1.92581, -0.39090], [-2.20062, -0.61079, 1.65028], [-1.71900, 1.04892, 1.98092], [-0.52803, -0.26258, 2.14068], [2.42954, -0.89566, -1.31156], [1.13723, -1.75995, -0.20785], [2.67706, -0.92587, 0.43197], [3.00646, 1.39313, -0.41363], [1.49041, 2.27829, 0.10946], [-1.72220, 1.35574, -1.40344], [-2.02872, 2.00876, 0.10075]],
  "forces_ev_per_a": [[1.0345, 1.6323, -1.3135], [-1.2867, 0.3407, 1.3100], [-1.9774, -0.8304, 3.2182], [1.0900, 0.5841, 2.9701], [-1.1901, 0.0245, -0.0490], [0.6386, -3.1051, -1.6310], [0.1269, -1.4300, -1.8739], [1.1869, 0.8304, -2.1975], [0.3777, -0.2048, -0.0389], [-0.3910, 0.5695, -0.0685], [-0.3665, -0.5499, -0.0596], [0.5154, -1.0871, -0.9776], [-0.8327, 0.0277, -0.8594], [-0.0175, -0.6594, -0.1035], [1.9447, 1.1274, -0.4430], [0.4908, -0.7143, 0.3315], [-1.3316, 0.9324, 1.0019], [0.1393, 1.5619, 0.0244], [0.1708, 0.3910, -0.1465], [-0.3222, 0.5591, 0.9056]],
  "charge": 1,
  "relative_energy_kj_mol": 336.3,
  "spin_multiplicity": 1,
  "gap_ev": 9.35
}


No. 5
{
  "formula": "C5H13N2",
  "method": "ωB97M-V with the def2-TZVPD basis set",
  "elements": ["N", "C", "C", "C", "C", "C", "N", "H", "H", "H", "H", "H", "H", "H", "H", "H", "H", "H", "H", "H"],
  "xyz": [[0.86807, -2.71878, -0.64135], [-0.15607, -1.73023, -0.40849], [0.29647, -0.23769, -0.41595], [-0.72968, 0.78398, -0.94022], [-1.07727, 1.73453, 0.24003], [0.15066, 1.67405, 1.12067], [0.60202, 0.24476, 0.98561], [1.69259, -2.65839, -0.06336], [1.10152, -2.82309, -1.61599], [-0.92795, -1.86119, -1.16747], [-0.61155, -1.92536, 0.57549], [1.21504, -0.21311, -0.99612], [-0.25468, 1.36588, -1.72293], [-1.62837, 0.32743, -1.35684], [-1.29300, 2.71293, -0.17676], [-1.93432, 1.34328, 0.77162], [0.03329, 1.86563, 2.18925], [0.94397, 2.33234, 0.76527], [0.11774, -0.36987, 1.63665], [1.59150, 0.15291, 1.22089]],
  "forces_ev_per_a": [[-0.2877, 0.1030, 0.0063], [0.3550, 0.2050, 0.3957], [-0.5022, -0.5705, -0.6581], [0.0905, 0.3363, 0.3333], [0.1193, -0.6979, -0.6336], [0.1569, 0.3214, 0.3558], [0.6960, -0.1343, -0.0589], [-0.0008, -0.0224, -0.0267], [0.1646, -0.0180, 0.0007], [0.0090, 0.0460, 0.1262], [-0.2051, -0.0903, -0.2034], [0.1324, 0.2793, 0.1115], [-0.0452, 0.0311, -0.2033], [0.1696, -0.0788, 0.0713], [-0.0399, 0.1797, 0.4434], [-0.3192, 0.1244, 0.1551], [-0.2843, 0.1090, -0.1811], [0.0859, -0.2412, -0.1256], [-0.2750, 0.1068, 0.1923], [-0.0195, 0.0112, -0.1011]],
  "charge": 1,
  "relative_energy_kj_mol": 119.2,
  "spin_multiplicity": 1,
  "smiles": "NC[C@H]1CCC[NH2+]1",
  "gap_ev": 9.92
}


No. 6
{
  "formula": "C5H13N2",
  "method": "ωB97M-V with the def2-TZVPD basis set",
  "elements": ["C", "C", "N", "C", "C", "C", "N", "H", "H", "H", "H", "H", "H", "H", "H", "H", "H", "H", "H", "H"],
  "xyz": [[1.84962, -1.61049, -0.29979], [0.69850, -1.00246, -0.17013], [-0.33476, -1.78201, -0.79667], [0.34142, -0.09828, 1.04040], [-0.50662, 1.07880, 0.59501], [0.23283, 2.22070, -0.07475], [-1.59387, 0.41703, -0.20479], [2.65720, -1.27172, 0.30867], [1.88661, -2.51686, -0.79835], [-0.62224, -2.70997, -0.35602], [-0.22395, -1.92901, -1.80518], [-0.12871, -0.64722, 1.87876], [1.26241, 0.30877, 1.54535], [-0.97530, 1.55342, 1.46849], [1.26631, 2.23829, 0.17409], [0.33048, 2.08967, -1.27860], [-0.38182, 3.01339, 0.09725], [-1.83911, 1.02682, -0.90861], [-2.52490, 0.12803, 0.25764], [-1.39409, -0.50692, -0.67275]],
  "forces_ev_per_a": [[1.1789, 1.8689, 1.6473], [-0.0790, -1.9952, 1.8806], [-3.1147, -0.9642, -0.7249], [1.3602, 0.4773, -0.1479], [0.1218, -1.1061, 1.7993], [0.1838, -3.2606, -4.7064], [-2.8230, -0.5544, 1.4607], [0.9033, 0.0905, -0.0705], [0.5481, -1.3442, -1.2216], [0.8869, 1.8257, -0.5604], [0.2587, 0.0404, 0.6590], [-0.1600, -0.1730, -0.7661], [-0.6304, -0.5022, -0.8504], [-0.1402, -0.4511, -0.1500], [0.5548, 0.5010, 0.9021], [-0.5185, 0.1467, 2.6117], [-0.7255, 2.9701, 0.3506], [-1.0298, 1.8463, -2.1589], [1.8522, 1.1351, -0.0656], [1.3723, -0.5511, 0.1114]],
  "charge": 1,
  "relative_energy_kj_mol": 301.6,
  "spin_multiplicity": 1,
  "smiles": "C=C(N)C[C@@H](C)[NH3+]",
  "gap_ev": 10.28
}